ORCA calculation (ωB97M-V with the def2-TZVPD basis set) on a molecular structure, C42H41N4P2SiTc at a distorted geometry.

Geometry as XYZ:
```
91
Properties=species:S:1:pos:R:3:lowdin_spin:R:1
Tc 0.44 0.40 0.40 2.74
C -1.85 -2.11 0.24 0.01
Si -0.62 -1.51 -1.05 -0.01
C 0.75 -2.69 -1.55 0.00
C 0.53 -3.96 -2.08 0.00
C 1.60 -4.76 -2.47 0.00
C 2.90 -4.31 -2.32 0.00
C 3.15 -3.04 -1.80 0.00
C 2.07 -2.26 -1.41 0.00
P 2.31 -0.63 -0.67 0.00
C 3.80 0.11 -1.34 0.00
C 5.04 -0.09 -0.72 0.00
C 6.18 0.40 -1.31 0.00
C 6.10 1.11 -2.51 0.00
C 4.87 1.31 -3.12 0.00
C 3.72 0.82 -2.54 0.00
C 2.58 -0.88 1.12 0.01
C 2.93 0.25 1.88 0.01
C 3.09 0.13 3.25 0.01
C 2.90 -1.10 3.87 0.00
C 2.53 -2.21 3.12 0.01
C 2.35 -2.11 1.75 0.01
C -1.37 -0.60 -2.52 0.00
C -1.92 -1.32 -3.57 0.00
C -2.58 -0.66 -4.60 0.00
C -2.71 0.72 -4.58 0.00
C -2.16 1.45 -3.54 0.00
C -1.48 0.80 -2.52 0.00
P -0.77 1.74 -1.15 0.03
C 0.53 2.83 -1.73 0.02
C 0.91 2.94 -3.07 0.00
C 1.96 3.78 -3.41 0.01
C 2.65 4.48 -2.43 0.01
C 2.28 4.37 -1.10 0.00
C 1.23 3.55 -0.74 0.02
C -2.13 2.77 -0.53 0.01
C -2.15 4.14 -0.76 0.00
C -3.28 4.86 -0.41 0.00
C -4.37 4.22 0.16 0.00
C -4.34 2.85 0.40 0.00
C -3.21 2.12 0.06 0.00
H -2.58 -2.77 -0.24 0.00
H -2.41 -1.28 0.68 0.00
H -1.36 -2.67 1.04 0.00
H -0.48 -4.34 -2.21 0.00
H 1.41 -5.74 -2.89 0.00
H 3.73 -4.93 -2.62 0.00
H 4.16 -2.68 -1.70 0.00
H 5.10 -0.65 0.21 0.00
H 7.14 0.24 -0.84 0.00
H 7.00 1.50 -2.96 0.00
H 4.82 1.86 -4.05 0.00
H 2.76 0.95 -3.02 0.00
H 3.16 1.19 1.38 0.00
H 3.41 0.99 3.84 0.00
H 3.04 -1.20 4.93 0.00
H 2.40 -3.17 3.60 0.00
H 2.08 -2.98 1.16 0.00
H -1.84 -2.40 -3.60 0.00
H -3.01 -1.23 -5.41 0.00
H -3.24 1.23 -5.38 0.00
H -2.26 2.53 -3.52 0.00
H 0.38 2.39 -3.84 0.00
H 2.25 3.88 -4.45 0.00
H 3.47 5.13 -2.71 0.00
H 2.80 4.94 -0.34 0.00
H 0.89 3.49 0.29 0.00
H -1.30 4.64 -1.21 0.00
H -3.31 5.93 -0.59 0.00
H -5.26 4.79 0.42 0.00
H -5.19 2.36 0.85 0.00
H -3.19 1.05 0.23 0.00
C -2.12 2.84 5.99 0.00
C -0.63 2.74 6.29 0.00
C 0.15 3.96 5.81 0.00
C -0.04 1.40 5.82 0.00
N -0.18 1.11 4.39 0.02
C -0.10 1.90 3.31 0.01
N -0.25 1.12 2.25 0.02
N -0.38 -0.15 2.72 0.05
N -0.32 -0.16 3.99 0.00
H -2.51 3.78 6.37 0.00
H -2.69 2.03 6.45 0.00
H -2.31 2.83 4.91 0.00
H -0.51 2.68 7.38 0.00
H -0.16 4.28 4.81 0.00
H 1.23 3.79 5.81 0.00
H -0.05 4.80 6.47 0.00
H -0.54 0.57 6.33 0.00
H 1.02 1.36 6.05 0.00
H 0.00 2.97 3.31 0.00
```

For the LUMO energy (spin up / spin down), the calculation gives -0.34139 / -0.37648 hartree. Its charge is +3. As for the spin multiplicity: 4. Its orbital gap (spin up / spin down) is 7.276 / 6.329 eV. The maximum force comes out at 1.44 eV Å⁻¹.